[1]
C32H19CoF5NOPSe as an isolated structure in a non-equilibrium geometry, computed with ωB97M-V/def2-TZVPD.

Element x y z (Å)
Co (0.5666, -0.2289, -0.0973)
O (0.8716, -0.1491, 2.2359)
C (0.0726, 0.5293, 1.6317)
C (-0.7298, 1.6557, 1.6981)
C (-1.3458, 2.0663, 2.9115)
C (-2.2444, 3.0981, 2.8969)
C (-2.5405, 3.7938, 1.7162)
C (-1.9487, 3.4153, 0.5236)
C (-1.0922, 2.3291, 0.4899)
P (-0.3012, 1.6684, -0.9950)
C (-1.5985, 1.6412, -2.2677)
C (-1.2229, 1.5973, -3.6102)
C (-2.1821, 1.4561, -4.5958)
C (-3.5204, 1.3399, -4.2526)
C (-3.8961, 1.3520, -2.9181)
C (-2.9395, 1.4852, -1.9263)
C (0.7741, 3.0471, -1.5117)
C (2.0507, 3.0944, -0.9582)
C (2.8901, 4.1572, -1.2310)
C (2.4596, 5.1864, -2.0533)
C (1.1899, 5.1438, -2.6067)
C (0.3427, 4.0855, -2.3316)
H (-1.1065, 1.5409, 3.8236)
H (-2.7350, 3.3905, 3.8127)
H (-3.2406, 4.6153, 1.7363)
H (-2.1744, 3.9470, -0.3911)
H (-0.1768, 1.6917, -3.8686)
H (-1.8889, 1.4331, -5.6339)
H (-4.2663, 1.2330, -5.0250)
H (-4.9376, 1.2404, -2.6534)
H (-3.2336, 1.4724, -0.8853)
H (2.3724, 2.2886, -0.3094)
H (3.8752, 4.1940, -0.7911)
H (3.1093, 6.0241, -2.2621)
H (0.8490, 5.9503, -3.2404)
H (-0.6528, 4.0675, -2.7516)
F (-2.4737, -2.0138, -5.9436)
C (-2.2284, -1.9245, -4.6300)
C (-3.2830, -1.8418, -3.7223)
F (-4.5440, -1.8116, -4.1692)
C (-3.0255, -1.7671, -2.3638)
F (-4.0467, -1.6864, -1.5021)
C (-1.7212, -1.7386, -1.8652)
Se (-1.3432, -1.6624, -0.0288)
C (-0.6846, -1.7694, -2.8005)
F (0.5790, -1.6605, -2.3328)
C (-0.9162, -1.8764, -4.1604)
F (0.1045, -1.9166, -5.0261)
N (2.3869, -0.6791, -0.2902)
C (3.2042, -1.3877, 0.1268)
C (4.1834, -2.2388, 0.6423)
C (4.8546, -3.1453, -0.1877)
C (5.7482, -4.0374, 0.3673)
C (5.9841, -4.0361, 1.7349)
C (5.3504, -3.1099, 2.5521)
C (4.4512, -2.2104, 2.0182)
H (4.6516, -3.1498, -1.2475)
H (6.2623, -4.7440, -0.2659)
H (6.6580, -4.7613, 2.1665)
H (5.5562, -3.0951, 3.6127)
H (3.9371, -1.4990, 2.6481)

Forces on atoms 1 to 6 (eV/Å):
Co -2.162 0.891 -0.020
O -0.987 0.609 1.609
C 3.618 -2.731 -3.303
C -3.051 2.940 1.073
C 0.798 -0.509 -0.932
C -0.517 0.744 -0.170

Computed properties:
Orbital gap (spin up / spin down) in Eh: 0.230 / 0.232
Relative energy (zero: lowest compared OMol25 entry of this formula, charge and spin) in kcal per mole: 32.3
Maximum force in eV/A: 5.61
2S+1: 2
LUMO energy (spin up / spin down) in eV: -0.4 / -0.4
Expectation value of S²: 1.135

[2]
C32H21Br2IrN7O3 as an isolated structure, computed with ωB97M-V/def2-TZVPD.

Element x y z (Å)
Ir (0.7323, 0.7056, 1.6208)
O (0.1382, 1.0713, 5.5937)
C (0.2082, 0.7498, 4.4428)
N (0.9094, 1.4041, 3.4236)
C (1.6241, 2.5973, 3.5750)
O (1.7381, 3.2587, 4.5663)
C (2.2984, 2.9879, 2.2719)
C (3.1624, 4.0596, 2.2187)
C (3.7818, 4.3529, 1.0118)
C (3.5219, 3.5599, -0.0944)
C (2.6393, 2.5007, 0.0282)
N (2.0349, 2.2347, 1.1864)
C (-0.4947, -0.4792, 3.9064)
C (-1.1805, -1.3228, 4.7510)
C (-1.8135, -2.4322, 4.2088)
C (-1.7306, -2.6591, 2.8449)
C (-1.0208, -1.7717, 2.0555)
N (-0.4234, -0.7023, 2.5803)
H (3.3344, 4.6295, 3.1212)
H (4.4670, 5.1866, 0.9379)
H (3.9963, 3.7486, -1.0466)
H (2.4018, 1.8475, -0.8010)
H (-1.2047, -1.0905, 5.8064)
H (-2.3622, -3.1136, 4.8446)
H (-2.2059, -3.5143, 2.3865)
H (-0.9247, -1.9032, 0.9865)
Br (-4.3144, -6.2786, -5.4008)
C (-2.7813, -5.1959, -5.2130)
C (-2.6071, -4.1035, -6.0556)
C (-1.4880, -3.3097, -5.9146)
C (-0.5376, -3.5932, -4.9211)
C (-0.7220, -4.7112, -4.0897)
C (-1.8402, -5.5072, -4.2393)
N (0.5236, -2.7239, -4.8039)
N (1.4291, -2.9828, -3.9080)
C (1.5578, -2.3714, -2.7394)
C (2.6516, -2.7797, -1.9297)
C (2.8847, -2.2730, -0.6763)
C (2.0441, -1.2912, -0.1279)
O (2.2306, -0.7713, 1.0540)
C (0.9536, -0.8334, -0.9233)
N (0.1769, 0.1399, -0.3543)
C (-0.8577, 0.6354, -1.0188)
C (-1.1762, 0.2045, -2.3015)
C (-0.4103, -0.7759, -2.8980)
C (0.6793, -1.3364, -2.2177)
H (-3.3422, -3.8870, -6.8181)
H (-1.3224, -2.4608, -6.5651)
H (0.0271, -4.9525, -3.3475)
H (-1.9842, -6.3746, -3.6099)
H (3.3033, -3.5367, -2.3451)
H (3.7224, -2.6183, -0.0854)
H (-1.4358, 1.3930, -0.5066)
H (-2.0210, 0.6404, -2.8143)
H (-0.6479, -1.1040, -3.8978)
Br (-3.0857, 1.3371, 2.2593)
C (-2.1526, 2.9806, 2.0969)
C (-2.6665, 4.0935, 2.7448)
C (-2.0171, 5.2991, 2.5542)
C (-0.9096, 5.3449, 1.7184)
C (-0.4809, 4.1714, 1.1317)
N (-1.0794, 2.9883, 1.3279)
H (-3.5443, 4.0085, 3.3676)
H (-2.3792, 6.1935, 3.0430)
H (-0.3879, 6.2713, 1.5253)
H (0.3797, 4.1651, 0.4729)

Forces on atoms 1 to 6 (eV/Å):
Ir -0.136 -0.037 -0.029
O 0.024 -0.007 0.003
C -0.049 0.031 0.011
N 0.113 0.064 -0.007
C 0.008 -0.017 -0.025
O -0.008 0.013 0.016

Computed properties:
Orbital gap (spin up / spin down) in Eh: 0.209 / 0.218
Relative energy (zero: lowest compared OMol25 entry of this formula, charge and spin) in kcal per mole: 0.0
Maximum force in eV/A: 0.14
2S+1: 5
LUMO energy (spin up / spin down) in eV: -3.5 / -4.8
Total charge: +1
Expectation value of S²: 6.119

[3]
C32H21Cl68I2NO3 as an isolated structure in a non-equilibrium geometry, computed with ωB97M-V/def2-TZVPD.

Element x y z (Å)
C (-0.9087, -1.0461, 5.4684)
C (-1.0633, -0.4232, 3.9639)
I (-2.8902, 0.8237, 4.0669)
C (-1.1827, -1.6205, 2.9066)
I (0.8280, -2.5600, 2.8228)
C (-1.4669, -1.1051, 1.3734)
C (-3.0033, -0.9259, 0.9289)
C (-3.6347, -1.8380, -0.2267)
C (-4.2069, -3.2581, 0.2631)
C (-3.3509, -4.5386, -0.1819)
C (-1.7656, -4.3894, -0.0451)
N (-1.0135, -5.5220, -0.7108)
C (-1.4692, -6.4547, -1.7135)
C (-0.1853, -7.2897, -1.9702)
C (0.9742, -6.7514, -1.0722)
C (0.3599, -5.5846, -0.2597)
O (-3.0701, 0.5079, 0.5994)
C (-1.8848, 1.2943, 0.6508)
O (-1.7170, 2.5230, 0.5406)
C (-0.6949, 0.2638, 0.9489)
O (-0.1741, -0.1132, -0.3782)
H (-0.2812, -0.3333, 6.1004)
H (-0.5305, -2.1224, 5.4666)
H (-1.9875, -1.0929, 5.8794)
H (-0.1326, 0.2111, 3.7873)
H (-1.9906, -2.3951, 3.1958)
H (-0.8306, -1.8722, 0.7899)
H (-3.5937, -1.1756, 1.8790)
H (-4.5347, -1.2403, -0.6424)
H (-2.9139, -1.9382, -1.1239)
H (-4.4210, -3.1881, 1.3850)
H (-5.2405, -3.3783, -0.2421)
H (-3.6412, -4.8799, -1.2312)
H (-3.6568, -5.3941, 0.5366)
H (-1.4382, -3.4445, -0.6253)
H (-1.4625, -4.3454, 1.0631)
H (-2.4988, -6.5196, -2.1823)
H (-0.0534, -8.1386, -2.7142)
H (2.0598, -7.0439, -0.9692)
H (0.7849, -4.8833, 0.5221)
H (0.1870, 0.5835, 1.5902)
H (-0.9368, -0.2276, -0.9987)
C (3.3723, 1.0418, 3.8303)
Cl (2.7705, -0.1661, 4.9877)
Cl (2.5867, 0.7969, 2.2546)
Cl (3.0001, 2.6721, 4.4290)
Cl (5.1319, 0.8651, 3.6509)
C (-4.0433, 4.9158, 2.9631)
Cl (-4.4698, 6.6408, 2.9407)
Cl (-2.3062, 4.7407, 3.2906)
Cl (-4.9739, 4.0940, 4.2359)
Cl (-4.4243, 4.1859, 1.3890)
C (7.8500, -2.3931, 4.9119)
Cl (9.1270, -1.7517, 5.9679)
Cl (6.7391, -1.0796, 4.4594)
Cl (8.5853, -3.0814, 3.4476)
Cl (6.9493, -3.6590, 5.7735)
C (4.9119, -4.4317, 0.1820)
Cl (6.2809, -4.1103, 1.2663)
Cl (3.4652, -3.5997, 0.7954)
Cl (5.2875, -3.8292, -1.4452)
Cl (4.6117, -6.1816, 0.1142)
C (1.7014, -10.8022, -0.6947)
Cl (1.3427, -9.0562, -0.6956)
Cl (3.4420, -11.0522, -0.4251)
Cl (0.7812, -11.5942, 0.6039)
Cl (1.2385, -11.5030, -2.2625)
C (-6.1929, 6.9226, -0.8394)
Cl (-6.6116, 8.6484, -0.8794)
Cl (-4.4570, 6.7433, -0.5029)
Cl (-7.1343, 6.1157, 0.4330)
Cl (-6.5702, 6.1850, -2.4120)
C (-1.7353, 5.4288, 7.5929)
Cl (-1.7951, 3.6552, 7.6868)
Cl (-2.5734, 6.1258, 8.9954)
Cl (-0.0415, 5.9651, 7.5879)
Cl (-2.5312, 5.9679, 6.0989)
C (3.7334, -1.4735, -4.2274)
Cl (5.2543, -2.3935, -4.2572)
Cl (2.3857, -2.5457, -4.6636)
Cl (3.4664, -0.8203, -2.5973)
Cl (3.8281, -0.1360, -5.3931)
C (3.7652, 3.0345, -1.2129)
Cl (5.1932, 2.2323, -0.5229)
Cl (3.9156, 3.0926, -2.9823)
Cl (2.3050, 2.1252, -0.7727)
Cl (3.6476, 4.6876, -0.5743)
C (2.1346, 7.1173, -3.8188)
Cl (3.4179, 7.7545, -2.7693)
Cl (1.0334, 8.4347, -4.2753)
Cl (2.8604, 6.4180, -5.2832)
Cl (1.2292, 5.8613, -2.9498)
C (-1.0321, -10.6377, 4.2703)
Cl (-1.0270, -11.9501, 3.0733)
Cl (-2.6966, -10.3415, 4.8170)
Cl (-0.0255, -11.0991, 5.6595)
Cl (-0.3796, -9.1605, 3.5299)
C (-2.9942, -7.1194, -5.4448)
Cl (-4.3107, -6.7387, -4.3119)
Cl (-3.6654, -7.9077, -6.8878)
Cl (-2.1685, -5.6194, -5.9181)
Cl (-1.8333, -8.2113, -4.6594)
C (7.4788, 7.9644, -3.5145)
Cl (8.7350, 7.9550, -4.7715)
Cl (7.9449, 6.8554, -2.2066)
Cl (7.3111, 9.6075, -2.8601)
Cl (5.9295, 7.4347, -4.2117)
C (-0.7013, -8.4688, -9.8176)
Cl (-0.5106, -7.0253, -10.8354)
Cl (-0.7990, -7.9823, -8.1125)
Cl (-2.1909, -9.3234, -10.2748)
Cl (0.6933, -9.5449, -10.0484)
C (-5.9993, 11.0702, -4.2655)
Cl (-6.0657, 9.2989, -4.1565)
Cl (-6.8443, 11.7810, -2.8730)
Cl (-4.3039, 11.6008, -4.2629)
Cl (-6.7840, 11.6016, -5.7683)
C (-4.7008, 9.6245, 9.1017)
Cl (-4.2212, 8.3791, 7.9302)
Cl (-3.2777, 10.5840, 9.5611)
Cl (-5.9221, 10.6889, 8.3714)
Cl (-5.3816, 8.8461, 10.5468)
C (6.1786, 10.3704, -6.9052)
Cl (5.3682, 10.7025, -5.3610)
Cl (5.2321, 11.0818, -8.2302)
Cl (7.8044, 11.0866, -6.8887)
Cl (6.3065, 8.6141, -7.1481)

Forces on atoms 1 to 6 (eV/Å):
C -1.351 0.357 -0.381
C 0.907 -1.914 1.362
I 0.953 -0.301 -0.291
C -1.176 1.751 -0.732
I -1.012 0.068 0.230
C 2.083 -0.753 0.441

Computed properties:
Orbital gap in Eh: 0.285
Maximum force in eV/A: 5.95
LUMO energy in eV: -0.4

[4]
C32H21ClF3N2O8ReS2 as an isolated structure in a non-equilibrium geometry, computed with ωB97M-V/def2-TZVPD.

Element x y z (Å)
Re (-0.7115, 0.7647, 0.3692)
Cl (2.9180, 2.3924, 6.5122)
C (2.0906, 1.5729, 5.1987)
C (1.8726, 0.2256, 5.1643)
C (1.3167, -0.3598, 4.0133)
C (0.8835, 0.4437, 2.9484)
O (0.3666, -0.1127, 1.8277)
C (1.0206, 1.8524, 3.0681)
C (0.4238, 2.8358, 2.2011)
O (-0.3472, 2.6856, 1.2646)
C (1.6248, 2.3911, 4.1929)
H (2.2012, -0.4039, 5.9580)
H (1.1742, -1.4490, 3.9705)
H (0.5645, 3.9258, 2.5004)
H (1.6860, 3.4332, 4.3693)
O (-3.0232, 3.1313, -0.2432)
C (-2.9350, 2.2044, -1.0295)
O (-1.8098, 1.4735, -1.1167)
C (-3.9556, 1.8580, -2.0101)
C (-4.3404, 2.8608, -2.8653)
C (-5.4320, 2.6399, -3.6597)
C (-6.0545, 1.4026, -3.7324)
C (-5.6542, 0.3877, -2.8759)
C (-4.5668, 0.5752, -1.9498)
S (-4.1749, -0.7704, -0.8975)
H (-3.9065, 3.8367, -2.6030)
H (-5.8251, 3.5352, -4.1476)
H (-6.9253, 1.2494, -4.3964)
H (-6.1521, -0.5504, -2.8414)
C (6.1086, -3.2655, 0.6154)
C (5.1726, -2.1439, 0.2769)
C (4.4082, -1.5019, 1.2043)
C (3.5049, -0.4951, 0.9486)
C (3.4293, -0.0249, -0.3840)
C (4.2393, -0.5789, -1.3407)
C (5.0854, -1.6361, -1.0019)
S (2.4466, 1.3557, -0.7237)
O (2.9534, 1.9590, -1.9468)
O (2.3830, 2.1566, 0.4685)
N (0.8998, 0.8223, -0.9514)
C (0.7413, -0.1001, -2.0586)
C (1.4477, -0.1093, -3.2556)
C (1.1532, -1.1142, -4.1946)
C (0.2761, -2.0988, -3.9782)
C (-0.4166, -2.1628, -2.7644)
C (-1.3968, -3.1302, -2.4364)
C (-1.9871, -3.1002, -1.1993)
C (-1.7302, -2.0167, -0.3138)
N (-0.8318, -1.0847, -0.5843)
C (-0.1970, -1.1455, -1.7890)
H (6.1692, -4.0471, -0.1270)
H (5.8268, -3.7073, 1.5413)
H (7.1176, -2.9305, 0.7286)
H (4.4856, -1.8702, 2.2467)
H (2.7917, -0.1280, 1.7024)
H (4.2158, -0.2824, -2.3762)
H (5.7405, -2.0827, -1.7771)
H (2.0927, 0.7136, -3.5060)
H (1.7789, -1.0657, -5.0874)
H (0.2156, -2.8375, -4.7142)
H (-1.6878, -3.8925, -3.2035)
H (-2.7272, -3.8342, -0.8915)
H (-2.3135, -1.9572, 0.5868)
F (-4.6490, -0.2498, 3.6486)
C (-3.8928, 0.7638, 3.2345)
F (-4.6447, 1.5289, 2.4422)
F (-3.5735, 1.4782, 4.3392)
C (-2.6048, 0.0215, 2.6401)
O (-2.0687, -0.8833, 3.2427)
O (-2.2914, 0.6455, 1.5485)

Forces on atoms 1 to 6 (eV/Å):
Re 0.700 0.370 -0.447
Cl -0.106 -0.442 0.119
C 0.038 1.386 0.139
C -0.062 -1.038 -1.423
C -0.034 -0.066 0.593
C -0.880 -0.504 -1.737

Computed properties:
Orbital gap (spin up / spin down) in Eh: 0.192 / 0.174
Relative energy (zero: lowest compared OMol25 entry of this formula, charge and spin) in kcal per mole: 13.5
Maximum force in eV/A: 3.09
2S+1: 4
LUMO energy (spin up / spin down) in eV: 1.5 / 1.1
Total charge: -1
Expectation value of S²: 3.767